(1)
Entry from OMol25: C18H38GdNO3P as an isolated structure (wB97M-V/def2-TZVPD).

Results
spin multiplicity = 8
charge = +3
orbital gap (spin up / spin down) = 7.08 / 4.86 eV

Each line ends with the Löwdin spin population.
Cartesian coordinates (Å):
O -3.969 0.520 -2.660  -0.003
H 0.198 2.745 2.020  0.000
C 0.607 -1.505 3.736  0.001
H 2.397 -3.490 -0.669  0.026
H -5.766 -0.301 -1.972  -0.001
H 4.151 -3.324 -0.706  -0.001
C 0.781 1.391 0.467  0.007
H 3.362 2.252 -1.792  0.025
H 3.041 -1.755 -2.218  0.018
C -2.301 -1.550 -1.264  -0.056
C 3.232 -2.685 1.137  0.015
H -2.814 -2.470 -1.585  -0.057
H 0.384 0.501 -0.029  0.000
H 0.710 -0.793 4.545  0.000
H 4.745 -0.428 -1.890  0.000
H -1.015 1.591 1.617  0.000
C -3.759 1.075 -1.367  -0.002
C -1.034 3.272 0.323  0.001
C -4.888 -0.471 -2.606  -0.012
N -4.865 1.861 -0.879  -0.002
H -2.582 2.460 -2.330  0.000
H 3.484 0.776 0.702  0.003
C 3.066 -1.541 -1.150  0.111
C -0.272 2.256 1.178  0.000
H -0.422 3.676 -0.474  0.001
C 2.796 1.492 -1.242  0.076
H 2.352 0.860 -2.007  0.021
C 1.834 -2.449 1.710  0.001
P -3.391 -0.360 -0.158  -0.028
H -1.585 1.274 -1.463  0.000
C 1.893 -1.532 2.928  0.001
H -2.036 -0.971 -2.144  -0.003
H -1.266 4.111 0.968  0.000
C 3.231 -2.852 -0.379  0.068
O -4.706 -1.566 -3.132  -0.039
Gd -4.209 -3.088 -0.680  6.379
H 2.068 -0.522 2.555  0.000
H -5.709 1.725 -1.420  0.000
H -4.741 -1.920 0.808  -0.073
H 0.994 2.544 -1.292  0.005
H 4.755 1.349 -0.354  0.052
H 5.042 -1.022 -0.297  0.013
H -2.882 3.788 -0.506  0.000
H 3.628 -3.586 1.592  0.002
H 1.436 1.013 1.247  0.001
C 3.788 0.826 -0.335  0.268
H -5.092 1.662 0.085  0.000
C -2.467 1.911 -1.403  -0.001
H 1.191 -1.996 0.948  0.000
C -2.414 2.862 -0.204  0.000
H -0.227 -1.172 3.125  0.000
H 2.759 -1.776 3.531  0.000
H 2.123 -1.081 -0.877  0.011
H 0.419 -2.487 4.152  0.000
O -4.924 -1.175 0.198  -0.100
H -2.979 2.476 0.639  0.000
H 2.039 3.088 -0.014  0.002
H 3.909 -1.876 1.401  0.006
H -1.414 -1.783 -0.683  -0.002
C 1.654 2.198 -0.500  0.027
H 1.396 -3.395 2.013  0.000
C 4.262 -0.634 -0.944  0.238

(2)
Entry from OMol25: C18H38MnO20P4 as an isolated structure (wB97M-V/def2-TZVPD).

Results
spin multiplicity = 6
charge = 0
orbital gap (spin up / spin down) = 6.34 / 6.35 eV

Each line ends with the Löwdin spin population.
Cartesian coordinates (Å):
H -3.704 -1.582 1.192  0.000
O 0.524 0.304 1.696  0.037
H 2.317 -1.877 -3.562  0.000
H 1.900 -3.538 -3.251  0.000
H -0.118 -2.723 3.600  0.000
C 0.271 1.330 -4.214  0.000
C 3.684 1.687 -2.028  0.005
O 1.428 1.258 -1.220  0.048
O 2.053 -1.075 -0.211  0.054
C 5.333 -0.129 -1.622  0.002
O -0.874 3.632 -0.102  0.001
H -3.654 4.537 0.395  0.000
C -3.485 1.763 1.891  0.000
O -2.453 -2.800 2.368  0.002
C 0.497 -3.281 2.890  0.000
H -0.412 4.928 -1.662  0.000
H 0.233 0.143 5.816  0.000
H 2.705 2.270 2.305  0.000
H -2.461 -1.907 -5.897  0.000
P 0.623 0.670 3.113  0.008
C 2.657 0.922 -1.353  0.004
H -2.663 -0.158 -5.653  0.000
C -0.174 3.929 -1.295  0.000
C 4.992 1.227 -2.142  0.001
O 0.588 -0.043 -4.471  0.001
H -1.232 1.012 5.882  0.000
C -1.965 -0.991 -5.575  0.001
O -0.750 0.483 3.930  0.001
O -3.136 2.940 -0.955  0.003
C 4.350 -0.856 -0.943  0.007
Mn 0.296 -0.213 -0.349  4.637
O 1.666 -0.193 3.926  0.002
C 3.041 -0.438 -0.751  0.007
O -1.313 1.128 -0.418  0.037
H 3.121 -1.461 3.258  0.000
C 2.993 -0.390 3.426  0.000
O -0.253 -3.863 1.821  0.001
H 0.897 -4.099 3.489  0.000
H -0.417 3.209 -2.083  0.000
O 0.874 2.200 3.389  0.002
P -1.919 2.414 -0.079  0.011
H -0.617 1.545 -3.616  0.000
C 2.030 2.887 2.903  0.000
H -1.277 -0.711 5.508  0.000
H 3.432 2.714 -2.267  0.000
H 1.125 1.770 -3.700  0.000
H -2.276 -5.501 1.584  0.000
O 6.472 -0.669 -1.728  0.009
H -4.477 -2.406 2.551  0.000
H 1.295 -2.656 2.496  0.000
C -2.562 -5.263 0.561  0.000
H -3.640 -5.342 0.422  0.000
O -0.057 -1.046 -2.167  0.042
C -0.735 0.217 5.319  0.000
O -2.407 2.584 1.441  0.002
O 5.860 2.119 -2.422  0.008
H -3.449 4.957 -1.302  0.000
H 3.228 0.011 2.437  0.000
H 2.374 -2.907 -4.922  0.000
H -3.715 0.936 1.217  0.000
O 0.437 -2.487 -4.298  0.003
O -1.692 -1.186 -4.181  0.002
H -1.078 -0.805 -6.177  0.000
H 0.909 3.832 -1.225  0.000
H -2.136 -6.052 -0.060  0.000
H 4.597 -1.839 -0.560  0.001
O -2.120 -3.976 0.131  0.001
C -3.776 4.171 -0.625  0.001
C 1.823 -2.753 -3.998  0.000
H 0.126 1.804 -5.185  0.000
P -1.401 -3.003 1.161  0.007
H 2.602 3.318 3.720  0.000
H 3.757 -0.060 4.126  0.000
O -0.947 -1.775 0.498  0.035
H -4.849 4.026 -0.740  0.000
P -0.192 -1.163 -3.635  0.012
H 1.695 3.656 2.208  0.000
H -4.425 2.295 2.045  0.000
H -3.128 1.377 2.845  0.000
C -3.559 -1.920 2.221  0.000
H -3.306 -1.073 2.864  0.000